# 1
{"formula": "C44H82Cl16O6S", "method": "ωB97M-V with the def2-TZVPD basis set", "fmax_ev_per_a": 1.43, "energy_ha": -9938.36034, "smiles": "C#C[C@H]1[C@@H](CCOCC)[C@H](CCC(=O)O)S(=O)(=O)O[C@H]1CCCCCCCCCCCCCCC.ClCCCl.ClCCCl.ClCCCl.ClCCCl.ClCCCl.ClCCCl.ClCCCl.ClCCCl", "elements": ["C", "C", "C", "C", "C", "C", "C", "C", "C", "C", "C", "C", "C", "C", "C", "C", "C", "C", "C", "O", "S", "O", "O", "C", "C", "C", "C", "O", "O", "C", "C", "C", "O", "C", "C", "H", "H", "H", "H", "H", "H", "H", "H", "H", "H", "H", "H", "H", "H", "H", "H", "H", "H", "H", "H", "H", "H", "H", "H", "H", "H", "H", "H", "H", "H", "H", "H", "H", "H", "H", "H", "H", "H", "H", "H", "H", "H", "H", "H", "H", "H", "H", "H", "H", "H", "Cl", "C", "C", "Cl", "H", "H", "H", "H", "Cl", "C", "C", "Cl", "H", "H", "H", "H", "Cl", "C", "C", "Cl", "H", "H", "H", "H", "Cl", "C", "C", "Cl", "H", "H", "H", "H", "Cl", "C", "C", "Cl", "H", "H", "H", "H", "Cl", "C", "C", "Cl", "H", "H", "H", "H", "Cl", "C", "C", "Cl", "H", "H", "H", "H", "Cl", "C", "C", "Cl", "H", "H", "H", "H"], "xyz": [[-0.90027, 0.04003, 1.01930], [-0.14215, 0.71860, 0.38312], [0.79468, 1.53356, -0.38921], [0.07093, 2.12936, -1.62920], [-1.10131, 1.30863, -2.19558], [-2.48721, 1.79863, -1.72344], [-3.56151, 1.41026, -2.75024], [-3.47558, -0.02867, -3.25987], [-3.76397, -1.07707, -2.17889], [-4.15168, -2.41153, -2.83247], [-5.62940, -2.52680, -3.21792], [-6.57940, -2.54190, -2.00102], [-7.13928, -1.11961, -1.71814], [-7.23835, -0.80796, -0.20384], [-6.90229, 0.66313, 0.12274], [-7.70385, 1.28761, 1.27447], [-9.23923, 1.21443, 1.11405], [-9.98575, 0.63229, 2.31786], [-9.41903, -0.69429, 2.85759], [1.01014, 2.45333, -2.69104], [1.76561, 1.21956, -3.35895], [3.03714, 1.72065, -3.78252], [0.99894, 0.60177, -4.40020], [1.94321, 0.02727, -2.03262], [2.98824, -1.02531, -2.37810], [4.42417, -0.48555, -2.59104], [5.51528, -1.48831, -2.28569], [6.56687, -1.19573, -1.79339], [5.21868, -2.77822, -2.60534], [2.12548, 0.80987, -0.71388], [2.64140, -0.00265, 0.47318], [4.07834, 0.34860, 0.86907], [4.48030, -0.43447, 1.96821], [5.22284, -1.59568, 1.62153], [4.69820, -2.83145, 2.36630], [-1.52210, -0.72049, 1.42927], [1.07745, 2.37443, 0.25263], [-0.35285, 3.08136, -1.31729], [-1.02032, 0.23990, -2.00173], [-1.09020, 1.45712, -3.27524], [-2.42419, 2.89100, -1.73421], [-2.72252, 1.43831, -0.72440], [-4.54652, 1.51448, -2.28038], [-3.57189, 2.09011, -3.60536], [-4.27886, -0.14539, -3.99855], [-2.54996, -0.25602, -3.79265], [-2.86396, -1.27645, -1.58699], [-4.54402, -0.71875, -1.50757], [-3.93223, -3.23340, -2.14315], [-3.55554, -2.60639, -3.72880], [-5.93528, -1.73112, -3.90379], [-5.78199, -3.45785, -3.77305], [-7.42124, -3.21330, -2.17053], [-6.02363, -2.91538, -1.13815], [-6.51174, -0.37129, -2.20084], [-8.14803, -1.07563, -2.13148], [-8.24617, -1.06477, 0.11938], [-6.53838, -1.44486, 0.34030], [-5.84459, 0.69101, 0.40112], [-7.01198, 1.26907, -0.78081], [-7.43736, 2.34876, 1.28838], [-7.36609, 0.88978, 2.23302], [-9.46489, 0.64494, 0.20788], [-9.60987, 2.22232, 0.91491], [-11.03930, 0.53840, 2.04562], [-9.96147, 1.35422, 3.13874], [-8.65275, -1.11259, 2.20372], [-8.93707, -0.53440, 3.82140], [-10.18063, -1.46822, 2.94965], [0.98525, -0.49182, -1.95152], [2.67576, -1.47649, -3.32469], [2.99708, -1.83882, -1.65560], [4.53220, -0.27362, -3.66060], [4.62563, 0.45823, -2.09672], [4.65137, -2.75558, -3.39078], [2.85738, 1.59855, -0.92698], [2.04863, 0.16276, 1.37332], [2.60996, -1.08305, 0.30718], [4.07791, 1.38990, 1.20173], [4.77607, 0.28837, 0.02841], [5.11515, -1.79473, 0.54992], [6.29345, -1.43945, 1.78796], [4.22272, -2.54782, 3.28904], [5.49710, -3.55836, 2.51051], [3.98452, -3.31912, 1.69953], [4.52381, 4.38580, 5.85206], [5.44939, 3.95661, 4.38863], [4.65180, 4.14978, 3.12832], [3.31299, 2.97366, 2.99131], [5.77745, 2.92668, 4.49296], [6.32638, 4.60186, 4.36606], [5.29714, 3.99884, 2.26333], [4.23152, 5.15311, 3.07191], [-5.88873, 1.14327, -5.40250], [-5.02754, 0.61354, -6.87019], [-5.88036, 0.73746, -8.10597], [-7.23018, -0.42592, -8.10904], [-4.70124, -0.41224, -6.71300], [-4.14608, 1.24584, -6.96659], [-5.27656, 0.52756, -8.98732], [-6.29855, 1.73623, -8.20078], [12.38811, 0.51757, -2.52658], [10.85690, -0.31679, -2.90493], [10.12639, -0.76676, -1.66724], [10.98360, -2.08326, -0.82248], [11.08725, -1.15606, -3.55625], [10.23827, 0.39096, -3.45440], [9.14330, -1.14914, -1.93876], [9.99405, 0.05150, -0.96430], [4.21461, -3.85412, 5.39173], [3.69805, -5.53904, 5.66289], [3.86970, -6.39818, 4.43667], [2.73526, -5.94958, 3.13636], [2.66228, -5.52229, 5.99281], [4.31266, -5.93106, 6.47197], [3.66757, -7.43833, 4.68749], [4.87949, -6.32664, 4.04012], [4.82490, 6.82330, 0.09219], [4.14695, 8.23707, 0.94110], [4.95263, 8.60240, 2.16062], [4.81335, 7.36318, 3.43609], [3.11653, 8.00777, 1.20053], [4.15194, 9.06693, 0.23652], [4.58472, 9.53744, 2.57957], [6.00659, 8.72062, 1.92308], [3.58940, -3.34243, -5.64192], [5.30934, -3.49216, -6.11414], [5.46733, -3.74886, -7.59012], [4.87855, -5.36370, -8.05504], [5.75003, -4.28868, -5.51987], [5.79548, -2.55331, -5.85176], [6.52243, -3.70410, -7.85444], [4.92920, -3.01204, -8.18106], [5.27660, -0.33620, 8.80842], [6.32390, 0.30876, 7.51865], [5.57321, 0.52121, 6.22953], [5.08144, -1.01313, 5.47455], [7.15287, -0.38176, 7.38520], [6.71619, 1.26066, 7.87389], [6.21604, 1.03211, 5.51441], [4.67919, 1.12168, 6.38353], [-8.94116, 1.59841, 7.58988], [-10.15806, 0.30798, 7.76332], [-9.53886, -1.06572, 7.73336], [-8.89120, -1.46950, 6.12280], [-10.88950, 0.42981, 6.96836], [-10.65407, 0.46434, 8.71986], [-10.29504, -1.81277, 7.96940], [-8.72925, -1.15343, 8.45342]], "lowdin_charge": [0.16, -0.10, -0.21, -0.25, -0.16, -0.17, -0.21, -0.23, -0.19, -0.21, -0.21, -0.19, -0.20, -0.21, -0.21, -0.21, -0.22, -0.25, -0.13, -0.17, 0.66, -0.25, -0.26, -0.28, -0.14, -0.09, -0.52, 0.11, 0.09, -0.24, -0.11, -0.24, -0.15, -0.25, -0.11, 0.04, 0.15, 0.15, 0.10, 0.11, 0.11, 0.10, 0.10, 0.10, 0.03, 0.11, 0.10, 0.10, 0.11, 0.11, 0.09, 0.10, 0.10, 0.10, 0.08, 0.11, 0.09, 0.10, 0.10, 0.11, 0.10, 0.11, 0.10, 0.10, 0.10, 0.10, 0.05, -0.01, 0.07, 0.14, 0.10, 0.12, 0.13, 0.11, 0.03, 0.15, 0.12, 0.12, 0.06, 0.11, 0.10, 0.12, -0.03, 0.07, 0.06, 0.54, -0.66, -0.68, 0.60, 0.04, 0.07, 0.08, -0.04, 0.60, -0.64, -0.67, 0.54, 0.07, 0.08, 0.07, 0.07, 0.53, -0.67, -0.67, 0.53, 0.07, 0.07, 0.05, 0.07, 0.57, -0.64, -0.65, 0.55, 0.07, 0.07, 0.07, 0.07, 0.55, -0.66, -0.63, 0.62, 0.07, 0.07, 0.07, 0.07, 0.59, -0.64, -0.66, 0.55, 0.07, 0.08, 0.07, 0.07, 0.54, -0.66, -0.66, 0.57, 0.07, 0.07, 0.06, 0.06, 0.54, -0.67, -0.65, 0.59, 0.07, 0.07, 0.07, 0.07]}

# 2
{"formula": "CHBrN2", "method": "ωB97M-V with the def2-TZVPD basis set", "fmax_ev_per_a": 3.55, "de_lowest_ev": 3.011, "energy_ha": -2722.05559, "elements": ["C", "N", "N", "Br", "H"], "xyz": [[-0.86295, -0.73854, -0.03896], [-1.95768, -0.77739, 0.25968], [2.15287, 0.22339, -0.50899], [3.65408, -0.19185, 0.12180], [0.24199, -0.61597, -0.31524]], "lowdin_charge": [-0.13, 0.03, -0.60, 0.69, 0.01]}

# 3
{"formula": "C4H14N2O", "method": "ωB97M-V with the def2-TZVPD basis set", "fmax_ev_per_a": 0.50, "de_lowest_ev": 0.000, "energy_ha": -345.57618, "smiles": "NC(N)=O.CC.C", "elements": ["C", "C", "N", "N", "O", "H", "H", "H", "H", "H", "H", "H", "H", "C", "C", "H", "H", "H", "H", "H", "H"], "xyz": [[1.50465, -1.10052, 0.32996], [0.64056, 1.81755, -0.00678], [2.72722, -0.51876, 0.13592], [1.03381, -1.02588, 1.61403], [0.88463, -1.63002, -0.56379], [-0.84937, -0.72582, -1.33595], [0.07202, -1.28971, 1.75556], [3.18208, -0.72366, -0.73694], [3.31417, -0.28575, 0.90896], [1.45521, -0.41725, 2.28083], [1.44849, 1.88547, 0.71015], [1.05062, 1.78213, -1.00691], [0.00920, 2.69405, 0.08740], [-1.82498, -0.25542, -1.39054], [-2.50876, -0.27003, -0.03075], [-2.55170, -1.28492, 0.35990], [-2.42274, -0.80699, -2.11250], [-1.71134, 0.76509, -1.75163], [0.05297, 0.93182, 0.17279], [-1.97859, 0.35237, 0.68745], [-3.52813, 0.10620, -0.10716]], "lowdin_charge": [-0.71, -0.04, 0.15, 0.16, 0.03, 0.03, 0.10, 0.11, 0.09, 0.09, 0.01, 0.03, 0.03, -0.17, -0.17, 0.06, 0.06, 0.06, -0.03, 0.04, 0.06]}

# 4
{"formula": "C55H49BN7O4RbS2", "method": "ωB97M-V with the def2-TZVPD basis set", "fmax_ev_per_a": 1.51, "charge": -2, "de_lowest_ev": 1.070, "energy_ha": -3655.00955, "elements": ["Rb", "N", "C", "N", "C", "N", "N", "C", "C", "C", "C", "C", "C", "N", "C", "C", "C", "C", "C", "C", "H", "H", "H", "H", "H", "H", "H", "H", "H", "H", "H", "C", "C", "C", "C", "C", "C", "C", "C", "S", "C", "N", "C", "C", "C", "C", "C", "C", "C", "C", "H", "H", "H", "H", "H", "H", "H", "H", "H", "H", "H", "H", "H", "H", "H", "H", "C", "C", "C", "C", "C", "C", "C", "C", "O", "B", "O", "C", "C", "H", "H", "H", "H", "H", "H", "H", "H", "H", "H", "H", "H", "N", "C", "C", "C", "C", "C", "C", "C", "H", "H", "H", "H", "H", "O", "C", "O", "C", "C", "C", "C", "S", "C", "C", "H", "H", "H", "H", "H"], "xyz": [[-0.60479, 0.22679, -0.42979], [0.89501, 4.81859, 1.79981], [0.19571, 3.77089, 1.23461], [0.45431, 3.24669, 0.11151], [1.51171, 3.73309, -0.65719], [1.90721, 3.21409, -1.77869], [1.38341, 2.07719, -2.26459], [2.10811, 1.66519, -3.30369], [2.04561, 0.45029, -3.93699], [3.09401, 0.00299, -4.78599], [3.39281, -1.31771, -4.87729], [2.69631, -2.22361, -4.00719], [1.59711, -1.81711, -3.35299], [1.05251, -0.54261, -3.61969], [2.27131, 4.87139, -0.15669], [3.31741, 5.46149, -0.86349], [4.03361, 6.52099, -0.32639], [3.74851, 6.98069, 0.94391], [2.70911, 6.40669, 1.67261], [1.96661, 5.37809, 1.12041], [0.69891, 5.11709, 2.74071], [-0.64289, 3.41559, 1.81731], [2.91961, 2.32519, -3.62829], [3.69981, 0.75009, -5.27849], [4.19221, -1.68801, -5.50159], [3.10321, -3.20971, -3.84259], [1.02191, -2.45481, -2.69559], [3.54691, 5.05839, -1.83709], [4.82091, 6.98929, -0.90499], [4.32941, 7.78199, 1.38321], [2.47101, 6.76199, 2.66861], [2.89661, 0.20899, 6.32951], [2.61931, 1.11459, 5.12131], [3.28611, 0.48919, 3.89991], [3.25241, 2.49749, 5.34191], [1.11671, 1.30029, 4.94761], [0.38341, 1.84829, 6.00921], [-0.96429, 2.13329, 5.90991], [-1.60369, 1.87139, 4.71371], [-3.23829, 2.21579, 4.24251], [-2.84989, 1.56099, 2.59251], [-1.64399, 1.13399, 2.50141], [-0.90509, 1.29239, 3.63071], [0.45291, 1.00459, 3.76931], [-3.84699, 1.59319, 1.56511], [-5.06439, 2.23569, 1.84121], [-6.03699, 2.33119, 0.87401], [-5.79339, 1.76989, -0.37629], [-4.59639, 1.12329, -0.62499], [-3.54569, 0.99349, 0.30801], [3.96291, 0.00119, 6.39971], [2.37131, -0.73491, 6.20781], [2.57051, 0.66539, 7.26191], [4.35801, 0.40739, 4.06871], [3.13061, 1.08879, 3.00811], [2.91261, -0.50931, 3.70201], [4.32821, 2.39409, 5.46821], [2.84931, 2.99179, 6.22291], [3.06401, 3.12959, 4.47611], [0.87991, 2.07539, 6.94181], [-1.50329, 2.57399, 6.73931], [0.95401, 0.56709, 2.92071], [-5.23609, 2.67619, 2.81861], [-6.97219, 2.84129, 1.07581], [-6.55079, 1.85039, -1.15389], [-4.45959, 0.69469, -1.61719], [-6.66449, -0.55641, -6.91639], [-5.29639, 0.11509, -7.06379], [-5.54489, 1.62799, -7.12859], [-4.65009, -0.35881, -8.37309], [-4.32319, -0.23971, -5.94659], [-4.53489, -1.32171, -5.10429], [-3.57929, -1.76171, -4.19329], [-2.38329, -1.08551, -4.14879], [-1.25829, -1.37621, -3.46279], [-0.31199, -0.40391, -3.87039], [-0.91799, 0.51709, -4.74759], [-2.17229, 0.04909, -4.94619], [-3.12429, 0.47539, -5.84709], [-7.32679, -0.18591, -7.69789], [-7.10709, -0.31411, -5.95359], [-6.60299, -1.63671, -7.01619], [-6.33709, 1.84459, -7.84739], [-4.65529, 2.16919, -7.43859], [-5.85239, 1.99409, -6.15159], [-5.28379, -0.11741, -9.22499], [-4.49229, -1.43551, -8.34469], [-3.68119, 0.11409, -8.51259], [-5.46419, -1.86391, -5.15449], [-3.75449, -2.61981, -3.56299], [-2.91989, 1.32529, -6.47719], [-0.67769, -2.27851, 1.29181], [-0.54979, -2.66711, 2.36311], [-0.43609, -3.16231, 3.67951], [-1.41279, -4.01741, 4.19751], [-1.28359, -4.50791, 5.48201], [-0.18669, -4.15471, 6.25651], [0.77961, -3.30361, 5.74341], [0.66241, -2.79821, 4.46451], [-2.26359, -4.28861, 3.58891], [-2.03619, -5.17081, 5.88551], [-0.08839, -4.54561, 7.26001], [1.63441, -3.03541, 6.34871], [1.41971, -2.16171, 4.03441], [5.19791, -7.79711, -1.20669], [4.83101, -7.64681, 0.11211], [4.91031, -8.62281, 0.83561], [4.38631, -6.33271, 0.52111], [4.05821, -6.12911, 1.87721], [3.61591, -4.92241, 2.33451], [3.45031, -3.82851, 1.45811], [2.89191, -2.33221, 1.99891], [3.78721, -4.02391, 0.10121], [4.23851, -5.23001, -0.34959], [5.10121, -6.95201, -1.66439], [4.17751, -6.96611, 2.54901], [3.37051, -4.77921, 3.37711], [3.67391, -3.18991, -0.57989], [4.47201, -5.31251, -1.40989]], "lowdin_charge": [0.63, 0.10, -0.17, 0.11, -0.32, 0.02, -0.05, -0.14, -0.23, -0.08, -0.13, -0.11, -0.06, 0.10, -0.09, -0.03, -0.12, -0.12, -0.05, -0.20, 0.14, 0.11, 0.11, 0.10, 0.07, 0.09, 0.12, 0.10, 0.09, 0.09, 0.10, -0.04, -0.55, -0.08, -0.05, -0.17, -0.06, -0.10, -0.49, 1.05, -0.49, 0.07, -0.32, 0.05, -0.32, -0.12, -0.14, -0.13, -0.18, -0.12, 0.08, 0.07, 0.07, 0.09, 0.09, -0.02, 0.08, 0.07, 0.08, 0.10, 0.10, 0.11, 0.05, 0.08, 0.08, 0.06, -0.07, -0.56, -0.06, -0.05, -0.19, -0.04, 0.02, -0.20, 0.18, -0.65, 0.23, -0.17, 0.06, 0.08, 0.09, 0.08, 0.08, 0.07, 0.09, 0.08, 0.09, 0.08, 0.09, 0.12, 0.12, 0.15, -0.19, -0.21, -0.03, -0.09, -0.09, -0.07, -0.04, 0.12, 0.10, 0.10, 0.10, 0.02, 0.07, -0.50, 0.05, -0.18, -0.04, -0.13, -0.76, 0.62, -0.13, -0.05, 0.07, 0.11, 0.09, 0.09, 0.10]}

Question: What is the formula in the fourth record?
Answer: C55H49BN7O4RbS2

Question: Number 2 is which compound?
Answer: CHBrN2